ORCA calculation (ωB97M-V/def2-TZVPD) on an isolated molecule of C5H8O.

Values from the calculation:
ΔE to the lowest compared entry with this formula, charge and spin   17.7 kcal/mol
SMILES string   OC1CC=CC1
Charge   0
HOMO level   -9.37 eV
LUMO level   1.07 eV
E   -7361.4856 eV

Each atom is followed by the atoms it is bonded to, with distances in Å.
Positions of all 14 atoms, in Å:
1 O 0.67227 -0.83847 -1.76568  C2 1.417, H7 0.967
2 C -0.26005 -0.69736 -0.70826  O1 1.417, C3 1.554, C6 1.554, H8 1.094
3 C 0.39477 -0.99818 0.66905  C2 1.554, C4 1.507, H9 1.104, H10 1.100
4 C 0.41414 0.33820 1.36613  C3 1.507, C5 1.336, H11 1.087
5 C -0.22605 1.28322 0.67248  C4 1.336, C6 1.507, H12 1.087
6 C -0.79954 0.75745 -0.61867  C2 1.554, C5 1.507, H13 1.100, H14 1.104
7 H 1.38430 -0.20785 -1.58892  O1 0.967
8 H -1.05792 -1.40942 -0.93923  C2 1.094
9 H 1.40410 -1.41614 0.50902  C3 1.104
10 H -0.14014 -1.76589 1.24676  C3 1.100
11 H 0.90632 0.49388 2.32316  C4 1.087
12 H -0.33105 2.32016 0.98266  C5 1.087
13 H -1.89754 0.81544 -0.64445  C6 1.100
14 H -0.46360 1.32495 -1.50404  C6 1.104